No. 1
The following is a DFT calculation (the ωB97M-V functional and the def2-TZVPD basis) of a molecular structure, C28H29AsF5IrOSi2Te.

The expectation value of S² is 0.765. As for the spin multiplicity: 2. The total charge is +1. The HOMO energy (alpha / beta) is -11.87 / -11.91 eV.

CARTESIAN COORDINATES (ANGSTROEM)
H  -4.30811  -1.80228  2.18008
As  -1.74263  -0.30753  2.15545
C  -4.20796  0.67425  0.85188
H  0.64367  -0.09008  4.27933
H  -1.14560  4.10574  0.12433
C  -5.24687  1.59568  0.83264
C  -4.00660  -3.58551  3.32848
H  -6.12123  3.30829  1.77196
C  -1.35894  3.11583  0.53704
H  -1.06078  -4.57343  4.68498
H  0.91495  1.53524  6.12718
H  -1.17897  3.16925  1.61234
H  2.37702  -0.87758  -1.77945
H  -0.30765  -2.48751  3.61900
H  -3.41610  -5.28862  4.48274
H  2.32723  -2.27131  -0.67218
C  -3.25565  0.78932  1.84992
C  -1.19289  0.80994  3.60295
C  1.84465  3.85946  -0.35089
C  -3.59860  -2.39981  2.73498
H  -6.00862  1.53461  0.06764
F  -1.84407  -3.30483  -2.33427
Ir  -0.10802  -0.38421  0.44555
H  5.17209  3.88321  0.27251
C  1.54417  2.52079  -0.08306
C  -0.89203  2.59460  5.66448
H  4.70241  1.53020  0.76673
H  1.05966  4.53956  -0.66322
O  -0.74063  -1.25748  -0.97700
C  2.58937  1.67340  0.31702
C  -2.26963  -2.01021  2.85264
C  -3.29278  1.79324  2.82493
Te  -1.30664  -3.27414  -0.57132
C  2.73199  -1.27010  -0.82650
C  -1.34621  -2.78370  3.55216
C  0.06075  1.60403  5.46779
H  -4.14161  -0.11096  0.10855
H  2.59093  -1.75716  2.45846
H  2.65599  -0.06460  3.05034
C  -5.30806  2.59515  1.79660
F  0.31546  -4.00745  -1.21846
C  -4.34236  2.70022  2.78938
F  -1.97809  -4.99636  -0.19621
C  3.88898  2.17599  0.45096
C  -2.16601  1.80277  3.78857
H  -0.53837  2.81688  -2.57907
H  -2.41621  2.90903  0.35992
H  4.02549  -0.76146  2.19583
Si  2.33235  -0.14262  0.59430
F  -3.05202  -2.45811  -0.21864
C  4.16310  3.50519  0.17572
H  3.82402  -1.34053  -0.88081
C  3.13575  4.34787  -0.22832
H  -0.77116  3.29576  6.47924
F  0.12403  -2.49009  1.06743
H  0.00000  1.13543  -2.68012
C  2.93067  -0.74447  2.24291
H  -5.03664  -3.90151  3.23729
H  -4.41104  3.49411  3.52114
C  -2.00274  2.69748  4.83621
H  -2.73386  3.47428  5.01621
Si  -0.22706  1.90679  -0.32416
C  -0.65208  1.82248  -2.13959
H  -1.68306  1.49711  -2.29005
C  -1.76851  -3.96147  4.14260
H  3.34364  5.38707  -0.44724
C  -3.09493  -4.36122  4.02776
C  -0.08741  0.69634  4.42752

No. 2
The following is a DFT calculation (the ωB97M-V functional and the def2-TZVPD basis) of a molecular structure, C28H29BN11OPr.

The expectation value of S² is 3.822. As for the spin multiplicity: 4. The total charge is +1. The HOMO energy (alpha / beta) is -11.43 / -11.41 eV.

CARTESIAN COORDINATES (ANGSTROEM)
C  0.92317  -2.79834  1.26105
N  0.11886  1.62618  -2.21363
H  2.37245  -3.46311  -3.81106
H  -2.67782  0.58813  5.77576
C  -2.27350  -4.14642  3.01428
C  2.34969  1.34463  1.64740
H  -4.19138  -2.29991  -1.90843
C  -2.62026  -2.67968  -0.45053
C  -0.53082  2.72028  -2.60755
C  2.82273  -1.40491  -3.15368
C  -4.04581  -2.25739  -0.82828
H  4.90982  0.64349  -0.23709
C  -2.43049  -4.02377  1.63686
N  5.06386  1.04961  -2.39288
H  -2.55188  -4.91096  1.02644
H  -1.90627  -1.98539  -0.89343
C  1.60549  3.19199  -2.69200
H  -2.39782  -3.64708  -0.89959
C  -2.09892  -3.01964  3.80271
C  5.04829  1.51934  -4.60663
C  -2.57704  1.93416  1.33225
H  -0.93037  -0.87451  4.78010
N  0.93936  -1.10362  -2.03716
H  -4.26122  -1.24099  -0.49481
H  -1.60996  2.72639  -2.64419
H  6.89144  1.12506  -3.37945
N  2.11681  -0.53608  -2.40538
B  2.57763  0.89252  -1.97188
C  0.36077  3.74446  -2.92234
C  -2.49262  4.15364  1.14937
O  1.31335  -3.85061  1.62049
C  -3.23316  3.15826  1.69868
H  -1.49141  0.29519  3.61995
N  -1.44579  2.19941  0.55881
H  4.41633  1.11805  2.42050
C  -2.95363  -0.23908  5.12087
N  3.78889  1.24871  -2.81484
H  0.08705  -2.98221  -2.38723
C  5.81848  1.21766  -3.46276
C  3.71527  1.10552  1.60408
C  -2.40845  -2.78717  1.03552
N  -2.22074  -0.40312  1.21689
C  -2.10314  -1.74659  3.25892
H  -3.66530  0.47065  2.45392
H  -2.67075  5.21651  1.20460
H  3.79830  -1.15023  -3.53824
H  -3.85549  0.04522  4.57293
H  -0.58882  3.99454  -0.07457
C  -2.87217  0.62971  1.72853
H  -3.21280  -1.09356  5.74739
N  0.50352  -1.72586  0.91336
H  1.72707  1.58414  2.49631
N  2.84075  0.95077  -0.42621
C  3.98527  0.85579  0.27175
C  -1.39288  3.50877  0.46377
H  2.83105  1.67405  -4.67966
Pr  -0.21594  0.13454  -0.24272
C  2.09341  -2.56905  -3.27975
N  1.81384  1.25339  0.42817
C  -1.79527  -0.58883  4.17874
H  5.39017  1.70845  -5.61087
C  3.75968  1.52198  -4.15180
H  0.13768  4.73374  -3.28490
H  2.58957  3.61828  -2.80534
N  1.44362  1.92112  -2.28576
H  -4.77090  -2.92454  -0.36255
C  -2.26964  -1.63115  1.85195
H  -2.26396  -5.12868  3.46941
C  0.92610  -2.32527  -2.55954
H  -4.13325  3.24609  2.28891
H  -1.92008  -3.13268  4.86607

In Eh/bohr, the F_max values for the records above are, in order, 0.0104 0.0163.
In eV, the total energy values for the records above are, in order, -131862.0970 -62689.5147.
In kJ/mol, the ΔE to the lowest compared entry with this formula, charge and spin values for the records above are, in order, 177.23 0.00.